{
  "formula": "C24H45AlBrP2",
  "method": "wB97M-V/def2-TZVPD",
  "symbols": ["H", "C", "H", "C", "H", "C", "H", "Al", "H", "C", "H", "H", "H", "C", "H", "H", "C", "C", "C", "C", "H", "H", "H", "C", "H", "H", "C", "H", "C", "C", "H", "Br", "H", "H", "C", "P", "C", "H", "H", "H", "C", "H", "H", "C", "H", "H", "H", "C", "H", "C", "H", "H", "C", "C", "H", "H", "C", "H", "H", "H", "H", "H", "H", "C", "H", "H", "P", "H", "H", "H", "H", "C", "H"],
  "positions_angstrom": [[0.91, -1.79, -2.79], [-4.74, -0.29, -0.93], [-0.42, 1.39, 4.82], [-0.61, -2.58, -0.55], [-0.86, 0.06, 2.93], [-0.22, 1.91, 3.85], [3.06, -4.37, 0.99], [0.63, 1.19, -0.31], [4.08, -0.90, -2.00], [0.77, -2.81, -0.88], [5.10, 2.15, -1.84], [1.67, 3.67, 0.59], [2.05, 1.86, -3.75], [0.23, -4.05, 0.95], [-3.49, 3.15, -1.63], [3.55, 2.74, -3.33], [-1.33, 1.66, 1.63], [-0.97, 1.15, 2.81], [3.70, -0.08, -2.62], [4.46, 1.89, -0.98], [-0.84, -0.53, -1.13], [-3.06, -3.72, 0.16], [-5.63, 0.14, -1.42], [2.61, -4.41, -0.01], [-2.46, -4.65, 1.50], [5.00, 1.15, -0.38], [-3.13, 0.46, -3.01], [3.00, -0.50, -3.37], [-1.50, 3.19, 1.46], [1.33, 2.13, 3.74], [-1.77, -1.70, -2.08], [1.67, -0.32, 1.31], [-2.30, 3.50, 2.15], [-2.27, -1.29, -0.41], [-1.41, -1.49, -1.07], [-3.24, 0.78, -1.20], [0.41, -4.71, 2.24], [1.83, 1.18, 4.03], [4.31, 2.78, -0.37], [0.32, -5.81, 2.20], [-0.99, -3.48, 0.48], [-2.25, 1.01, -3.38], [-2.98, -0.61, -3.21], [-4.15, 2.37, -1.24], [-5.04, 2.30, -1.88], [1.79, -1.13, -1.42], [-4.95, -0.38, 0.15], [-2.35, -3.69, 1.00], [-2.11, 1.12, 1.05], [1.10, 3.18, 1.39], [1.66, 2.84, 4.54], [-2.67, -2.88, 1.67], [-0.19, 3.99, 1.68], [1.50, -2.08, -1.90], [-1.94, 3.45, 0.48], [2.43, -2.61, -2.20], [1.83, 2.65, 2.41], [2.87, 2.40, 2.21], [2.60, -5.46, -0.33], [-4.46, 2.66, -0.23], [-0.17, 4.87, 1.00], [3.27, -3.89, -0.69], [-4.04, 0.79, -3.53], [2.58, 2.37, -2.95], [-0.37, -4.39, 2.94], [1.38, -4.47, 2.67], [2.83, 1.20, -1.56], [4.55, 0.34, -3.19], [-0.14, 4.40, 2.71], [-4.58, -1.30, -1.32], [-0.71, 2.91, 3.95], [1.29, -3.78, 0.02], [1.98, 3.21, -2.59]],
  "lowdin_charge": [0.12, -0.29, 0.12, -0.12, 0.09, -0.19, 0.10, 0.21, 0.05, -0.18, 0.05, 0.09, 0.05, -0.13, 0.03, 0.05, -0.27, -0.15, -0.28, -0.26, -0.04, 0.10, 0.04, 0.00, 0.10, 0.05, -0.29, 0.04, -0.21, -0.18, 0.10, 0.28, 0.12, 0.04, -0.11, 0.80, 0.00, 0.10, 0.04, 0.11, -0.12, 0.04, 0.03, -0.30, 0.04, -0.01, 0.04, -0.01, 0.03, -0.25, 0.13, 0.11, -0.18, -0.06, 0.09, 0.09, -0.15, 0.10, 0.12, 0.04, 0.11, 0.08, 0.05, -0.29, 0.10, 0.10, 0.70, 0.06, 0.11, 0.03, 0.11, -0.16, 0.03],
  "spin_multiplicity": 1,
  "total_energy_ha": -4440.278744,
  "charge": 1
}